ORCA calculation (ωB97M-V/def2-TZVPD) on a single CHNP2S2 molecule.

Summary:
Net charge   0
Energy   -42788.969 eV
LUMO (spin up / spin down)   -2.7 / -1.4 eV
ΔE to the lowest compared entry with this formula, charge and spin   32.4 kcal per mole

Atoms and positions in Å:
C (-0.4524, -0.4274, 0.1514)
H (-2.3938, -0.2352, 0.8304)
S (2.3521, -0.2145, -0.0779)
N (-1.6314, -0.7510, 0.1995)
P (0.6442, 1.0192, 0.6164)
P (1.1049, -1.6173, -0.8761)
S (0.3764, 2.2261, -0.8437)

Forces on the atoms, in the same order (eV/Å):
0.571 -1.776 -1.199
2.327 -1.023 -1.794
0.321 0.046 0.434
-1.927 0.979 1.835
0.821 -0.555 -0.108
-1.698 1.321 1.164
-0.416 1.006 -0.334


ORCA calculation (ωB97M-V/def2-TZVPD) on a single CHNS4 molecule.

Summary:
Net charge   0
Energy   -45879.421 eV
LUMO (spin up / spin down)   -0.8 / -0.8 eV
ΔE to the lowest compared entry with this formula, charge and spin   94.6 kcal per mole

Atoms and positions in Å:
C (-0.2505, -1.4872, 0.3399)
H (-2.4124, -1.7450, -0.1417)
S (1.6495, 1.3303, 0.5394)
S (1.2554, -1.0479, 0.6410)
S (-1.6293, -0.6459, -0.0727)
N (0.2630, 1.9560, 0.0967)
S (1.1243, 1.6397, -1.4025)

Forces on the atoms, in the same order (eV/Å):
0.592 0.821 0.078
-0.067 0.133 -0.024
0.515 -0.919 -0.063
-0.103 -0.076 -0.069
-0.051 -0.290 -0.009
-1.330 0.598 0.333
0.444 -0.267 -0.245


ORCA calculation (ωB97M-V/def2-TZVPD) on an isolated ion of composition CHO2S2 and charge -1.

Summary:
Net charge   -1
Energy   -26819.501 eV
LUMO   3.7 eV
ΔE to the lowest compared entry with this formula, charge and spin   24.5 kcal per mole

Atoms and positions in Å:
O (-0.8338, -1.7936, 0.2254)
H (1.0180, -0.8943, -0.4997)
S (-1.2933, -0.3521, 0.5817)
S (0.1556, 2.3240, 0.2999)
C (-0.0839, 0.6871, 0.0295)
O (1.0374, 0.0288, -0.6369)

Forces on the atoms, in the same order (eV/Å):
-0.268 0.595 0.146
-0.891 -2.103 0.450
0.645 -0.505 -0.458
-0.643 -0.311 -0.150
2.814 -0.948 -0.702
-1.657 3.271 0.714


ORCA calculation (ωB97M-V/def2-TZVPD) on CHO2Tl as an isolated structure.

Summary:
Net charge   +2
Energy   -9813.104 eV
LUMO (spin up / spin down)   -16.0 / -16.2 eV
ΔE to the lowest compared entry with this formula, charge and spin   54.6 kcal per mole

Atoms and positions in Å:
H (0.7043, -0.7210, -0.8338)
Tl (-0.5084, 1.8944, 0.2884)
O (-0.1063, -1.3461, 0.5853)
C (-0.3868, -0.1491, 0.5711)
O (0.2973, 0.3218, -0.6110)

Forces on the atoms, in the same order (eV/Å):
-0.199 3.007 -0.835
-2.528 7.922 2.056
-2.838 4.726 2.434
3.608 -9.261 -2.370
1.958 -6.394 -1.286


ORCA calculation (ωB97M-V/def2-TZVPD) on CHO2Yb as an isolated structure.

Summary:
Net charge   0
Multiplicity   2
Energy   -36676.619 eV
LUMO (spin up / spin down)   0.1 / -0.2 eV
ΔE to the lowest compared entry with this formula, charge and spin   6.7 kcal per mole

Atoms and positions in Å:
O (0.7615, -0.0496, -0.6664)
C (-0.4169, 0.1791, -1.0474)
Yb (0.1270, -0.0369, 1.6087)
O (-1.3713, 0.1079, -0.2226)
H (-0.7404, -0.0833, -2.0849)

Forces on the atoms, in the same order (eV/Å):
0.686 1.214 -0.371
-0.832 -3.796 0.281
-0.090 -0.035 -0.269
-0.402 1.331 0.431
0.638 1.287 -0.071


ORCA calculation (ωB97M-V/def2-TZVPD) on a single CHO3P3 molecule.

Summary:
Net charge   0
Energy   -35060.392 eV
LUMO   -2.4 eV
ΔE to the lowest compared entry with this formula, charge and spin   35.8 kcal per mole

Atoms and positions in Å:
C (0.1745, 0.0453, 0.1332)
P (1.5826, 0.9219, -0.7677)
O (-2.4447, 0.9664, 0.3812)
O (2.0882, 1.8750, 0.2108)
P (-1.4463, 0.6660, -0.6801)
O (-0.4122, -2.7762, 0.1666)
P (0.1486, -1.8048, -0.7715)
H (0.3093, 0.1064, 1.3276)

Forces on the atoms, in the same order (eV/Å):
-0.068 -0.651 0.568
-0.844 -0.843 -0.120
0.766 -0.193 -0.677
0.665 0.862 0.703
-0.069 0.041 1.433
-0.067 -0.026 0.237
0.235 1.042 0.587
-0.618 -0.232 -2.731


ORCA calculation (ωB97M-V/def2-TZVPD) on CHO3Tb as an isolated structure.

Summary:
Net charge   +1
Multiplicity   8
Energy   -29623.325 eV
LUMO (spin up / spin down)   -4.0 / -5.5 eV
ΔE to the lowest compared entry with this formula, charge and spin   0.0 kcal per mole

Atoms and positions in Å:
O (-1.3665, 0.1993, -1.0927)
H (-0.8179, 0.9710, -1.2321)
O (0.7026, -1.0907, 0.6368)
Tb (-2.0505, -0.6365, 0.7597)
C (1.3784, -0.1501, 0.4656)
O (2.1539, 0.7071, 0.4627)

Forces on the atoms, in the same order (eV/Å):
-0.721 -0.635 2.209
0.052 0.245 -0.487
-0.805 0.198 -0.196
0.781 0.424 -1.896
1.706 0.141 0.969
-1.013 -0.373 -0.600


ORCA calculation (ωB97M-V/def2-TZVPD) on a single CHOP3 molecule.

Summary:
Net charge   0
Energy   -30962.969 eV
LUMO (spin up / spin down)   -1.6 / -2.6 eV
ΔE to the lowest compared entry with this formula, charge and spin   75.3 kcal per mole

Atoms and positions in Å:
P (0.4587, 0.0442, -1.2767)
C (0.8480, 0.4747, 0.3854)
P (0.5798, 0.5159, 1.9925)
O (-1.8499, -1.2328, 0.1892)
H (1.2561, 1.3379, -0.1568)
P (-1.2927, -1.1401, -1.1337)

Forces on the atoms, in the same order (eV/Å):
0.546 -0.425 -0.811
-0.977 -0.261 0.490
0.070 -0.261 -0.764
-1.053 -0.166 3.002
0.781 1.145 0.589
0.633 -0.032 -2.506


Across the entries above, max |F| takes the values 3.1; 1.5; 3.7; 10.2; 3.9; 2.8; 2.4; 3.2 eV/Å, respectively.
Across the entries above, molar mass takes the values 153.108; 155.294; 109.151; 249.400; 218.057; 153.938; 219.941; 121.940 g/mol, respectively.